## i
8
Properties=species:S:1:pos:R:3:nbo_charge:R:1 method="wB97M-V/def2-TZVPD" gap_ev=7.765 lumo_ev=-1.2 spin_multiplicity=1
C 1.4566 -0.3308 0.1373 -0.86
C -2.5358 0.7290 -0.9093 -0.27
Cl -2.0894 1.9880 -0.0233 0.14
I -2.6445 -1.1056 0.1752 0.13
H 2.1276 0.5353 0.3552 0.21
H 2.0821 -1.2260 0.0756 0.22
H 0.7613 -0.3603 0.9746 0.21
H 0.8421 -0.2296 -0.7853 0.21

## ii
8
Properties=species:S:1:pos:R:3:nbo_charge:R:1 method="wB97M-V/def2-TZVPD" smiles=C[C@@H](Cl)I gap_ev=10.072 lumo_ev=0.2 spin_multiplicity=1
C -0.0811 -0.0782 0.3396 -0.67
C 1.0736 0.6344 -0.3692 -0.36
Cl 1.0363 2.4052 0.0376 -0.05
I 2.9623 -0.2615 0.0138 0.15
H 0.3334 -0.5113 1.2809 0.23
H -0.4821 -0.8524 -0.2471 0.22
H -0.9975 0.5805 0.2721 0.24
H 0.8483 0.6173 -1.5319 0.24

What are the relative energies? In kJ/mol: i 274.1; ii 0.0.

## i
18
Properties=species:S:1:pos:R:3:nbo_charge:R:1 method="wB97M-V/def2-TZVPD" gap_ev="9.545 / 7.062" total_charge=+1 lumo_ev="-4.1 / -7.3" spin_multiplicity=2 s2=0.78
N -2.9260 -0.0935 0.8231 -0.65
C -1.5138 -0.4815 0.9324 0.11
C -0.4477 0.2631 0.5588 -0.19
C 1.0008 0.0537 0.8816 -0.20
C 1.9907 0.3169 -0.0574 0.04
C 3.3305 -0.2931 0.0768 -0.68
H -3.5878 -0.8103 0.8615 0.41
H -3.0093 0.3819 -0.0678 0.42
H -1.2452 -1.4533 1.3800 0.22
H -0.7297 1.2876 0.1762 0.24
H 1.1207 -0.5195 1.8178 0.24
H 1.8594 1.2007 -0.7589 0.24
H 3.8581 0.6048 0.4140 0.27
H 3.8023 -0.6101 -0.9079 0.27
H 3.3256 -1.1231 0.8160 0.24
H -2.3316 0.8734 -2.8682 0.48
H -1.8211 -0.0058 -1.9464 0.46
O -2.6758 0.4080 -2.1314 -0.93

## ii
18
Properties=species:S:1:pos:R:3:nbo_charge:R:1 method="wB97M-V/def2-TZVPD" gap_ev="7.883 / 4.231" total_charge=+1 lumo_ev="-5.6 / -9.2" spin_multiplicity=2 s2=0.77
C -0.9261 0.4969 -1.9340 -0.06
O -1.5196 -0.6036 -1.1897 -0.72
C -0.1643 -0.0177 -3.1244 -0.63
H -1.7312 1.1977 -2.3318 0.18
H -0.2736 1.0578 -1.2668 0.14
H -1.8335 -0.2514 -0.3590 0.44
H -0.8662 -0.4346 -3.8494 0.23
H 0.4159 0.7899 -3.5838 0.23
H 0.5268 -0.8198 -2.7873 0.21
C 1.5110 0.2379 2.1139 0.09
C 1.8042 -1.0068 2.5754 -0.10
C -0.7841 0.3628 2.1805 0.06
N 0.3274 0.9927 2.3629 -0.24
H 2.2216 0.7628 1.4637 0.25
H 1.1113 -1.5228 3.2476 0.23
H 2.7724 -1.4460 2.3871 0.25
H -1.7246 0.8484 2.4805 0.24
H -0.8676 -0.6442 1.6146 0.23

## iii
18
Properties=species:S:1:pos:R:3:nbo_charge:R:1 method="wB97M-V/def2-TZVPD" gap_ev="9.290 / 6.923" total_charge=+1 lumo_ev="-5.4 / -7.7" spin_multiplicity=2 s2=0.78
C 0.6265 -1.2497 1.5851 -0.60
C 1.7219 -1.0923 0.4290 -0.47
C 1.2913 -0.2973 -0.7900 -0.03
C 0.4685 0.7614 -0.6097 -0.06
N -0.1229 1.4631 -1.8040 -0.09
C -1.2593 1.0745 -2.3796 0.09
H -0.2972 -1.2873 1.1138 0.21
H 0.9372 -2.1262 2.0383 0.24
H 0.7817 -0.5325 2.3731 0.23
H 2.6322 -0.6835 0.8225 0.26
H 2.2076 -1.9910 0.0425 0.24
H 1.4741 -0.7258 -1.7801 0.24
H 0.1540 1.2736 0.3382 0.28
H -1.3049 0.0181 -2.6006 0.24
H -1.9337 1.8148 -2.5202 0.23
H -1.9086 1.0400 1.7823 0.47
H -3.1449 1.0147 0.9559 0.48
O -2.3234 1.5252 1.0035 -0.95

What are the relative energies? In kJ/mol: i 0.0; ii 173.3; iii 195.9.